Record 1
Computed, not measured: a cluster of 2 separate species, C3H4F2IP in total at a distorted geometry, with wB97M-V/def2-TZVPD.

CARTESIAN COORDINATES (ANGSTROEM)
1 C -1.074 0.650 -0.114
2 C -1.353 0.501 1.197
3 C 1.211 0.143 -0.363
4 F -2.524 0.776 1.741
5 F -0.582 -0.195 2.023
6 P 1.065 -1.565 -0.200
7 I -2.291 1.834 -1.357
8 H 1.775 0.723 0.449
9 H 1.075 0.747 -1.324
10 H 2.268 -1.753 -0.760
11 H 0.429 -1.860 -1.293

Output
multiplicity = 1
net charge = 0
gap between HOMO and LUMO = 8.2 eV
relative energy (zero: lowest compared OMol25 entry of this formula, charge and spin) = 318.8 kJ/mol
LUMO energy = -0.8 eV
HOMO level = -8.95 eV



Record 2
Computed, not measured: a structure of composition C51H62AsBaN7O6S3 at a distorted geometry, with wB97M-V/def2-TZVPD.

CARTESIAN COORDINATES (ANGSTROEM)
1 Ba -0.936 -0.644 -0.036
2 C 2.812 5.049 0.293
3 N 1.829 4.826 1.340
4 C 1.230 5.819 2.097
5 C 0.374 5.211 2.925
6 N 0.461 3.842 2.681
7 C 1.365 3.599 1.671
8 S 1.848 2.171 0.909
9 C -0.383 2.907 3.379
10 C -1.631 3.331 3.804
11 C -2.420 2.427 4.490
12 C -1.942 1.150 4.721
13 C -0.669 0.846 4.275
14 N 0.109 1.714 3.619
15 H 3.097 6.098 0.325
16 H 2.394 4.802 -0.681
17 H 3.680 4.416 0.461
18 H 1.477 6.857 1.985
19 H -0.250 5.617 3.695
20 H -2.012 4.308 3.557
21 H -3.417 2.708 4.799
22 H -2.538 0.400 5.220
23 H -0.247 -0.134 4.442
24 S 2.470 0.541 -2.580
25 C 3.803 -0.375 -2.370
26 N 4.760 -0.587 -3.274
27 C 5.950 -1.395 -3.005
28 C 6.375 -1.167 -1.590
29 N 5.252 -1.535 -0.727
30 C 5.650 -2.138 0.548
31 C 6.380 -1.141 1.418
32 C 7.538 -1.509 2.087
33 C 8.194 -0.606 2.916
34 C 7.696 0.678 3.070
35 C 6.541 1.057 2.395
36 C 5.888 0.154 1.573
37 C 4.006 -1.128 -0.982
38 S 2.715 -1.321 -0.006
39 C 4.759 0.051 -4.590
40 C 5.751 1.183 -4.648
41 C 5.658 2.266 -3.776
42 C 6.600 3.279 -3.824
43 C 7.646 3.229 -4.742
44 C 7.743 2.156 -5.611
45 C 6.799 1.136 -5.557
46 H 6.733 -1.073 -3.691
47 H 5.740 -2.454 -3.188
48 H 6.667 -0.126 -1.426
49 H 7.222 -1.800 -1.327
50 H 6.293 -2.991 0.323
51 H 4.753 -2.502 1.043
52 H 7.929 -2.512 1.966
53 H 9.094 -0.906 3.435
54 H 8.204 1.384 3.713
55 H 6.142 2.055 2.513
56 H 4.985 0.454 1.053
57 H 3.742 0.383 -4.801
58 H 5.037 -0.710 -5.319
59 H 4.841 2.312 -3.065
60 H 6.520 4.117 -3.145
61 H 8.380 4.022 -4.774
62 H 8.551 2.106 -6.328
63 H 6.876 0.295 -6.237
64 O 2.311 -0.036 3.334
65 H 2.910 0.071 2.586
66 H 1.774 0.769 3.320
67 O 0.337 -1.414 2.051
68 H 1.076 -0.982 2.539
69 H 0.649 -2.302 1.839
70 O -0.703 1.519 -1.431
71 H -1.039 1.270 -2.317
72 H 0.209 1.819 -1.552
73 O -1.799 0.062 -3.555
74 H -1.177 -0.663 -3.383
75 H -2.674 -0.315 -3.440
76 O -0.311 -2.987 -0.499
77 N -0.136 -2.856 -1.732
78 O -0.093 -1.641 -2.118
79 C -6.492 -3.556 5.480
80 C -5.874 -3.158 4.165
81 C -6.642 -2.632 3.139
82 C -6.090 -2.215 1.926
83 C -7.044 -1.663 0.892
84 C -4.712 -2.335 1.731
85 As -3.653 -1.720 0.181
86 N -3.095 -0.054 0.590
87 C -3.766 1.063 1.106
88 C -3.160 2.316 0.920
89 C -3.800 3.492 1.280
90 C -5.048 3.477 1.891
91 C -5.636 2.242 2.133
92 C -5.012 1.060 1.746
93 C -4.959 -1.680 -1.300
94 C -5.362 -0.564 -2.045
95 C -4.899 0.856 -1.815
96 C -6.278 -0.750 -3.085
97 C -6.789 -1.989 -3.426
98 C -7.800 -2.149 -4.531
99 C -6.329 -3.089 -2.713
100 C -5.423 -2.958 -1.673
101 C -4.968 -4.214 -0.964
102 C -3.918 -2.903 2.747
103 C -2.426 -3.116 2.580
104 C -4.509 -3.289 3.944
105 H -7.579 -3.569 5.418
106 H -6.215 -2.858 6.273
107 H -6.160 -4.547 5.791
108 H -7.712 -2.527 3.279
109 H -7.975 -1.363 1.371
110 H -7.282 -2.415 0.135
111 H -6.640 -0.800 0.360
112 H -2.197 2.367 0.422
113 H -3.311 4.437 1.070
114 H -5.552 4.396 2.156
115 H -6.605 2.189 2.614
116 H -5.499 0.118 1.947
117 H -3.870 0.921 -1.470
118 H -5.506 1.356 -1.057
119 H -4.997 1.420 -2.743
120 H -6.592 0.121 -3.652
121 H -7.924 -1.225 -5.093
122 H -8.777 -2.427 -4.131
123 H -7.503 -2.932 -5.230
124 H -6.679 -4.082 -2.978
125 H -5.365 -5.091 -1.474
126 H -5.306 -4.248 0.074
127 H -3.879 -4.293 -0.946
128 H -2.208 -3.759 1.725
129 H -1.998 -3.567 3.475
130 H -1.898 -2.175 2.399
131 H -3.881 -3.719 4.719

Output
multiplicity = 1
net charge = 0
gap between HOMO and LUMO = 6.5 eV
relative energy (zero: lowest compared OMol25 entry of this formula, charge and spin) = 100.2 kJ/mol
LUMO energy = -0.3 eV
HOMO level = -6.73 eV



- The lowest LUMO energy belongs to which entry?
  C3H4F2IP